Computed, not measured: a structure of composition C52H38N4O2P2PtSSe, with wB97M-V/def2-TZVPD.

Output
total charge: +2
E_LUMO (alpha / beta): -5.331 / -7.233 eV
ΔE to the lowest compared entry with this formula, charge and spin: 0.00 kcal per mole
spin multiplicity: 5
frontier orbital gap (alpha / beta): 7.20 / 5.74 eV
calculated total energy: -5975.0302 a.u.

CARTESIAN COORDINATES (ANGSTROEM)
Pt (1.0897, -0.2888, -1.1434)
C (-2.1233, 2.0173, 5.2916)
C (-0.8170, 2.2874, 4.5244)
C (0.0592, 3.2749, 5.3145)
C (-1.1403, 2.8982, 3.1653)
C (-1.7885, 4.1231, 3.0373)
C (-2.0377, 4.6986, 1.7974)
C (-1.6586, 4.0470, 0.6338)
C (-1.0441, 2.8037, 0.7256)
P (-0.5843, 1.7478, -0.6791)
C (-0.7384, 2.9388, -2.0311)
C (0.3077, 3.8554, -2.1508)
C (0.2422, 4.8566, -3.1091)
C (-0.8690, 4.9475, -3.9440)
C (-1.9102, 4.0389, -3.8211)
C (-1.8491, 3.0328, -2.8636)
C (-3.2825, 0.4630, -0.3731)
C (-3.9359, -0.7333, -0.0509)
C (-5.2277, -0.7043, 0.4367)
C (-5.8788, 0.5159, 0.5992)
C (-5.2422, 1.7049, 0.2637)
C (-3.9446, 1.6808, -0.2158)
C (-0.7919, 2.2715, 1.9837)
O (-0.1799, 1.0580, 1.9296)
C (0.2608, 0.4750, 3.0822)
C (1.0303, -0.6567, 2.8825)
C (1.4926, -1.3449, 4.0006)
C (1.1823, -0.8904, 5.2710)
C (0.4257, 0.2614, 5.4279)
C (-0.0432, 0.9832, 4.3356)
P (1.4936, -1.2574, 1.2064)
C (0.9956, -2.9922, 1.4019)
C (-0.3243, -3.2809, 1.0514)
C (-0.8280, -4.5609, 1.2256)
C (-0.0141, -5.5609, 1.7461)
C (1.2988, -5.2770, 2.0972)
C (1.8072, -3.9941, 1.9297)
C (3.3099, -1.1344, 1.2717)
C (4.1687, -2.0479, 0.6717)
C (5.5349, -1.7947, 0.6186)
C (6.0525, -0.6239, 1.1505)
C (5.2001, 0.2994, 1.7460)
C (3.8358, 0.0479, 1.8049)
H (-2.6691, 2.9468, 5.4651)
H (-1.9179, 1.5655, 6.2637)
H (-2.7676, 1.3396, 4.7275)
H (-0.4589, 4.2254, 5.4546)
H (0.9942, 3.4693, 4.7851)
H (0.3004, 2.8776, 6.3017)
H (-2.1050, 4.6502, 3.9309)
H (-2.5258, 5.6629, 1.7401)
H (-1.8413, 4.5048, -0.3313)
H (1.1706, 3.7876, -1.4953)
H (1.0554, 5.5653, -3.2070)
H (-0.9255, 5.7352, -4.6863)
H (-2.7784, 4.1161, -4.4660)
H (-2.6581, 2.3147, -2.7834)
H (-3.4149, -1.6727, -0.1873)
H (-5.7327, -1.6285, 0.6875)
H (-6.8897, 0.5390, 0.9875)
H (-5.7556, 2.6502, 0.3802)
H (-3.4598, 2.6105, -0.4935)
H (2.1021, -2.2322, 3.8838)
H (1.5412, -1.4270, 6.1405)
H (0.1966, 0.6092, 6.4286)
H (-0.9524, -2.5008, 0.6292)
H (-1.8526, -4.7836, 0.9520)
H (-0.4052, -6.5612, 1.8828)
H (1.9312, -6.0533, 2.5102)
H (2.8304, -3.7830, 2.2172)
H (3.7921, -2.9635, 0.2343)
H (6.1950, -2.5201, 0.1579)
H (7.1174, -0.4317, 1.1061)
H (5.5980, 1.2131, 2.1722)
H (3.1795, 0.7612, 2.2953)
Se (-0.0933, -4.2366, -7.9062)
N (0.4621, -4.7408, -6.3068)
C (0.5293, -3.6553, -5.5851)
C (0.9531, -3.6434, -4.1887)
C (1.3824, -4.8008, -3.5442)
C (1.7887, -4.7162, -2.2369)
C (1.7195, -3.4865, -1.5965)
N (1.2870, -2.3751, -2.1828)
C (0.9385, -2.4382, -3.4865)
C (0.6167, -1.1813, -4.1706)
N (0.7693, -0.0393, -3.4719)
C (0.6493, 1.1197, -4.1110)
C (0.2800, 1.2147, -5.4482)
C (0.0601, 0.0585, -6.1535)
C (0.2595, -1.1665, -5.5183)
C (0.1650, -2.4309, -6.2386)
N (-0.1996, -2.5229, -7.4890)
H (1.4052, -5.7333, -4.0963)
H (2.1481, -5.5809, -1.6950)
H (2.0105, -3.4129, -0.5709)
H (0.8733, 2.0091, -3.5477)
H (0.1822, 2.1903, -5.9073)
H (-0.2268, 0.0658, -7.1984)
O (-1.4169, -0.6630, -1.2762)
C (-1.9007, 0.3762, -0.8432)
S (2.9300, 1.0168, -1.1566)

Atoms 1-6, force components in eV/Å:
Pt 0.3 0.4 0.0
C 0.0 0.0 -0.1
C 0.0 0.0 0.0
C 0.0 0.0 0.0
C 0.0 0.0 0.1
C 0.0 0.1 0.0



Computed, not measured: a structure of composition C5H13NO2 at a distorted geometry, with wB97M-V/def2-TZVPD.

Output
E_LUMO: -2.833 eV
ΔE to the lowest compared entry with this formula, charge and spin: 225.79 kcal per mole
frontier orbital gap: 6.10 eV
calculated total energy: -403.2168 a.u.

CARTESIAN COORDINATES (ANGSTROEM)
C (-0.4589, 2.3415, -0.0365)
C (0.6252, 2.1062, -0.6902)
N (2.0398, 0.3073, 0.4227)
C (1.0641, -0.6587, 0.6199)
C (-0.0870, -2.5595, -0.1484)
C (1.0116, -1.8419, -0.3272)
H (-0.8351, 1.5509, 0.6495)
H (-1.1068, 3.1986, -0.2205)
H (1.4358, 1.4108, -0.0795)
H (2.4849, 0.3980, 1.3449)
H (1.1349, -1.0631, 1.6255)
H (0.0486, -0.1618, 0.6028)
H (-0.0573, -3.6412, -0.3014)
H (-0.9362, -2.0055, 0.2931)
H (1.8200, -2.0484, -1.0145)
H (-1.3719, 0.5718, -1.7892)
H (0.9407, 2.3730, -1.6905)
O (-2.1659, 0.1371, -1.4664)
H (-2.1099, 0.1536, -0.4741)
H (-2.0575, -0.3763, 1.6885)
O (-1.4191, -0.1925, 0.9916)

Atoms 1-6, force components in eV/Å:
C -1.2 0.1 0.5
C 1.3 0.1 -0.1
N 0.2 -2.2 -0.3
C 3.4 -0.2 -0.2
C -0.1 -0.6 0.1
C -0.8 0.9 -0.1



Computed, not measured: an isolated molecule of C6H10O at a distorted geometry, with wB97M-V/def2-TZVPD.

Output
E_LUMO (alpha / beta): -0.177 / 0.498 eV
ΔE to the lowest compared entry with this formula, charge and spin: 119.69 kcal per mole
frontier orbital gap (alpha / beta): 7.37 / 8.54 eV
calculated total energy: -309.6516 a.u.

CARTESIAN COORDINATES (ANGSTROEM)
C (1.8778, 0.4753, 0.0194)
C (0.9927, -0.7489, 0.0663)
C (-0.1191, -0.7521, 1.1506)
C (-1.0721, -0.2743, 0.0127)
O (-2.3900, -0.7290, -0.0737)
C (-0.7640, 1.1845, -0.2227)
C (-0.0497, -0.7372, -0.9517)
H (2.1721, 0.7775, -0.9936)
H (2.7477, 0.4489, 0.6886)
H (0.4806, 1.2951, -0.1292)
H (1.6514, -1.6312, 0.0289)
H (0.0119, -0.0820, 2.0072)
H (-0.3765, -1.7633, 1.4746)
H (-2.9501, -0.0842, 0.3779)
H (-1.1952, 1.5559, -1.1531)
H (-0.9979, 1.8461, 0.6216)
H (-0.0158, -0.7537, -2.0386)

Atoms 1-6, force components in eV/Å:
C 1.0 -0.8 -0.2
C 0.9 -0.1 0.2
C -0.1 0.0 0.1
C 0.7 0.2 -0.2
O -0.1 0.3 0.1
C 0.6 1.1 0.8



Computed, not measured: a cluster of 2 separate species, C6H19N2O in total at a distorted geometry, with wB97M-V/def2-TZVPD.

Output
total charge: +1
E_LUMO: -2.975 eV
ΔE to the lowest compared entry with this formula, charge and spin: 39.03 kcal per mole
frontier orbital gap: 9.59 eV
calculated total energy: -424.4749 a.u.

CARTESIAN COORDINATES (ANGSTROEM)
N (0.2905, -2.0328, 1.2698)
C (-1.1562, -1.7356, 0.9123)
C (-1.3053, -0.9113, -0.3427)
N (-0.3154, 0.1634, -0.2110)
C (-0.8959, 1.4925, 0.1152)
C (1.7520, 1.3307, -0.9353)
C (0.7168, 0.2803, -1.3054)
C (0.0986, 0.4937, -2.6834)
H (0.7389, -1.7712, 0.3790)
H (0.6111, -1.3596, 2.0114)
H (0.5151, -3.0087, 1.4671)
H (-1.7064, -1.3364, 1.7888)
H (-1.6961, -2.7320, 0.9579)
H (-1.3054, -1.3661, -1.3386)
H (-2.3297, -0.4571, -0.4036)
H (-0.6346, 1.7276, 1.1712)
H (-0.5254, 2.2302, -0.5750)
H (-1.9696, 1.5338, -0.0934)
H (2.1055, 1.3009, 0.1029)
H (2.6350, 1.3108, -1.5261)
H (1.3429, 2.3053, -1.2119)
H (1.1829, -0.7850, -1.3723)
H (-0.8447, 0.0210, -2.8608)
H (0.7440, 0.4004, -3.5545)
H (-0.0899, 1.6069, -2.6352)
H (0.6951, 0.4272, 4.4167)
H (0.6408, 0.8144, 2.9304)
O (0.7055, 0.0569, 3.5262)

Atoms 1-6, force components in eV/Å:
N -0.2 1.5 -0.8
C -2.4 -2.9 1.6
C -0.6 1.7 -0.4
N 0.3 1.0 -0.8
C 0.0 -0.7 0.3
C -0.4 0.3 0.0



Look up the calculated total energy of the third one. -309.6516 a.u.



Number 1 is which compound? C52H38N4O2P2PtSSe



What did the third record say?
Computed, not measured: an isolated molecule of C6H10O at a distorted geometry, with wB97M-V/def2-TZVPD.

Output
E_LUMO (alpha / beta): -0.177 / 0.498 eV
ΔE to the lowest compared entry with this formula, charge and spin: 119.69 kcal per mole
frontier orbital gap (alpha / beta): 7.37 / 8.54 eV
calculated total energy: -309.6516 a.u.

CARTESIAN COORDINATES (ANGSTROEM)
C (1.8778, 0.4753, 0.0194)
C (0.9927, -0.7489, 0.0663)
C (-0.1191, -0.7521, 1.1506)
C (-1.0721, -0.2743, 0.0127)
O (-2.3900, -0.7290, -0.0737)
C (-0.7640, 1.1845, -0.2227)
C (-0.0497, -0.7372, -0.9517)
H (2.1721, 0.7775, -0.9936)
H (2.7477, 0.4489, 0.6886)
H (0.4806, 1.2951, -0.1292)
H (1.6514, -1.6312, 0.0289)
H (0.0119, -0.0820, 2.0072)
H (-0.3765, -1.7633, 1.4746)
H (-2.9501, -0.0842, 0.3779)
H (-1.1952, 1.5559, -1.1531)
H (-0.9979, 1.8461, 0.6216)
H (-0.0158, -0.7537, -2.0386)

Atoms 1-6, force components in eV/Å:
C 1.0 -0.8 -0.2
C 0.9 -0.1 0.2
C -0.1 0.0 0.1
C 0.7 0.2 -0.2
O -0.1 0.3 0.1
C 0.6 1.1 0.8



Copy entry 2 word for word.
Computed, not measured: a structure of composition C5H13NO2 at a distorted geometry, with wB97M-V/def2-TZVPD.

Output
E_LUMO: -2.833 eV
ΔE to the lowest compared entry with this formula, charge and spin: 225.79 kcal per mole
frontier orbital gap: 6.10 eV
calculated total energy: -403.2168 a.u.

CARTESIAN COORDINATES (ANGSTROEM)
C (-0.4589, 2.3415, -0.0365)
C (0.6252, 2.1062, -0.6902)
N (2.0398, 0.3073, 0.4227)
C (1.0641, -0.6587, 0.6199)
C (-0.0870, -2.5595, -0.1484)
C (1.0116, -1.8419, -0.3272)
H (-0.8351, 1.5509, 0.6495)
H (-1.1068, 3.1986, -0.2205)
H (1.4358, 1.4108, -0.0795)
H (2.4849, 0.3980, 1.3449)
H (1.1349, -1.0631, 1.6255)
H (0.0486, -0.1618, 0.6028)
H (-0.0573, -3.6412, -0.3014)
H (-0.9362, -2.0055, 0.2931)
H (1.8200, -2.0484, -1.0145)
H (-1.3719, 0.5718, -1.7892)
H (0.9407, 2.3730, -1.6905)
O (-2.1659, 0.1371, -1.4664)
H (-2.1099, 0.1536, -0.4741)
H (-2.0575, -0.3763, 1.6885)
O (-1.4191, -0.1925, 0.9916)

Atoms 1-6, force components in eV/Å:
C -1.2 0.1 0.5
C 1.3 0.1 -0.1
N 0.2 -2.2 -0.3
C 3.4 -0.2 -0.2
C -0.1 -0.6 0.1
C -0.8 0.9 -0.1